(1)
91
Properties=species:S:1:pos:R:3:forces:R:3 method="wB97M-V/def2-TZVPD" e_homo_ha=-0.2620 e_above_lowest_ev=0.134 orbital_gap_ev=7.33 total_charge=0 e_tot_ev=-133871.7319
Mo 1.0516 -0.0127 0.2551 0.20 -0.11 0.29
C -0.3900 -3.6281 1.1693 0.01 0.11 -0.02
N 0.2679 -3.0503 -0.0217 0.09 -0.01 -0.06
P 1.9712 -2.7092 0.2973 -0.26 0.19 -0.16
C 2.6167 -4.3538 0.7043 -0.03 -0.04 0.02
C 3.6919 -4.4370 1.5818 0.03 -0.01 0.01
C 4.2596 -5.6688 1.8766 -0.01 -0.04 -0.01
C 3.7423 -6.8236 1.3076 -0.02 0.03 0.00
C 2.6568 -6.7482 0.4423 0.01 0.03 0.01
C 2.0959 -5.5171 0.1401 0.03 -0.05 0.00
C 2.6373 -2.3808 -1.3667 -0.04 -0.04 0.10
C 2.7437 -1.0229 -1.6682 0.08 -0.20 -0.32
C 3.0591 -0.5985 -2.9470 -0.01 0.05 -0.16
C 3.2952 -1.5440 -3.9374 -0.05 -0.03 0.06
C 3.2280 -2.9001 -3.6412 -0.02 0.06 0.09
C 2.8930 -3.3172 -2.3581 0.04 -0.01 -0.11
P -0.3930 -1.5942 -0.7407 0.18 -0.13 -0.03
C -2.1855 -1.6827 -0.3989 0.06 -0.06 -0.04
C -2.7253 -0.8089 0.5368 0.01 0.16 0.04
C -4.0781 -0.8529 0.8456 -0.01 -0.02 -0.01
C -4.9004 -1.7811 0.2257 0.02 0.00 -0.04
C -4.3712 -2.6542 -0.7183 0.02 0.03 0.01
C -3.0227 -2.6007 -1.0352 -0.04 0.00 0.04
C -0.3622 -2.0044 -2.5288 -0.03 -0.09 0.09
C -0.3109 -3.3190 -2.9850 0.01 -0.07 0.08
C -0.3904 -3.6005 -4.3402 -0.03 0.04 -0.02
C -0.5301 -2.5667 -5.2569 0.00 0.00 0.02
C -0.5651 -1.2531 -4.8119 0.05 0.00 0.01
C -0.4661 -0.9755 -3.4559 0.01 0.05 -0.02
H -0.1443 -4.6863 1.2520 0.01 0.01 -0.01
H -1.4686 -3.5311 1.0824 -0.02 -0.01 -0.04
H -0.0838 -3.1258 2.0929 -0.02 0.01 0.03
H 4.0842 -3.5352 2.0374 0.00 0.00 0.00
H 5.0981 -5.7267 2.5580 0.00 0.00 0.00
H 4.1785 -7.7855 1.5436 0.00 0.00 0.00
H 2.2480 -7.6499 0.0047 0.00 0.00 0.00
H 1.2455 -5.4505 -0.5290 0.00 0.00 0.00
H 2.7401 -0.2293 -0.9042 0.00 0.19 0.36
H 3.1121 0.4607 -3.1718 0.02 -0.05 0.02
H 3.5332 -1.2171 -4.9416 0.01 -0.01 0.00
H 3.4191 -3.6334 -4.4139 0.00 -0.01 0.00
H 2.8138 -4.3739 -2.1361 0.00 -0.01 -0.01
H -2.0857 -0.0749 1.0115 -0.04 -0.06 -0.03
H -4.4839 -0.1590 1.5699 0.00 0.00 0.01
H -5.9554 -1.8185 0.4660 0.00 0.00 0.00
H -5.0120 -3.3725 -1.2135 0.00 0.00 0.00
H -2.6270 -3.2743 -1.7824 0.04 -0.02 -0.04
H -0.1925 -4.1235 -2.2675 -0.03 0.03 -0.01
H -0.3463 -4.6272 -4.6813 0.00 -0.01 0.00
H -0.6041 -2.7853 -6.3147 0.00 0.00 0.00
H -0.6612 -0.4406 -5.5211 0.00 0.01 0.00
H -0.4704 0.0496 -3.1127 -0.03 0.06 0.01
F -0.4721 1.4840 2.4814 0.00 -0.22 0.08
C 0.1252 0.2970 2.1807 0.01 0.16 0.02
F 1.3363 0.3197 2.9236 -0.10 0.03 -0.16
F -0.6266 -0.6461 2.8379 0.14 0.13 -0.05
C 0.5677 1.3422 -0.6992 -0.54 -0.09 -0.05
Ge 0.0833 2.7481 -1.9315 0.27 0.08 -0.02
C 0.1176 4.4396 -0.9782 0.04 0.06 0.00
C 0.1646 5.6416 -1.6847 0.00 0.03 0.08
C 0.1668 6.8561 -1.0124 0.01 -0.03 -0.02
C 0.1236 6.8785 0.3756 0.00 0.01 -0.01
C 0.0792 5.6888 1.0872 0.00 -0.04 0.00
C 0.0776 4.4729 0.4139 -0.01 0.05 -0.01
C -1.6470 2.4308 -2.7580 -0.08 -0.11 0.00
C -2.0028 3.0202 -3.9715 -0.07 -0.10 0.04
C -3.2402 2.7552 -4.5458 0.06 0.03 -0.01
C -4.1316 1.8969 -3.9167 -0.04 -0.01 0.00
C -3.7926 1.3117 -2.7052 0.03 -0.01 0.06
C -2.5580 1.5830 -2.1318 -0.03 0.05 -0.04
C 1.4549 2.7696 -3.3233 0.05 0.08 -0.04
C 2.7098 3.3058 -3.0250 0.00 -0.07 -0.07
C 3.7512 3.2294 -3.9395 0.00 0.02 0.04
C 3.5505 2.6207 -5.1719 0.04 -0.01 -0.02
C 2.3069 2.0953 -5.4875 -0.10 -0.01 0.01
C 1.2658 2.1712 -4.5674 0.11 0.05 -0.02
H 0.2091 5.6353 -2.7691 0.00 0.00 0.00
H 0.2042 7.7839 -1.5695 0.00 0.00 0.00
H 0.1264 7.8249 0.9016 0.00 0.00 0.00
H 0.0474 5.7038 2.1695 0.00 0.00 0.00
H 0.0440 3.5457 0.9751 0.00 -0.01 0.01
H -1.3114 3.6782 -4.4847 0.02 0.04 0.00
H -3.5054 3.2158 -5.4893 -0.01 0.00 0.00
H -5.0916 1.6872 -4.3717 0.00 0.00 0.00
H -4.4809 0.6399 -2.2054 0.00 0.01 -0.01
H -2.2909 1.1242 -1.1882 -0.01 -0.03 0.02
H 2.8768 3.7859 -2.0668 0.00 0.00 0.01
H 4.7194 3.6475 -3.6931 0.00 0.00 0.00
H 4.3614 2.5644 -5.8874 0.00 0.00 0.01
H 2.1431 1.6290 -6.4518 0.00 0.00 0.01
H 0.2951 1.7688 -4.8298 -0.01 -0.06 0.00

***

(2)
103
Properties=species:S:1:pos:R:3:forces:R:3 method="wB97M-V/def2-TZVPD" e_homo_ha=-0.4134 orbital_gap_ev=6.09 total_charge=+1 e_tot_ev=-109741.7056
C 0.3668 3.5628 2.0286 0.05 0.21 0.36
C -0.5709 3.5036 0.8627 0.46 -0.25 -0.40
O -1.2597 4.7232 0.5389 0.07 -0.20 0.05
C -2.0100 5.2168 1.5662 -0.08 0.12 -0.15
S -3.7783 5.3315 0.9757 0.53 1.22 -0.19
I -4.7352 6.8739 2.5381 0.16 -0.40 -0.27
P -4.8669 3.4324 1.3767 -1.15 -1.23 0.04
N -3.8720 2.2602 0.6575 0.04 1.46 0.41
O -4.5568 3.1978 2.9357 0.57 -0.32 -0.30
H -0.0421 4.0450 2.9085 -0.24 0.07 0.22
H 0.5627 2.5415 2.3085 0.26 -0.33 0.15
H 1.2990 4.0566 1.8071 0.28 0.21 -0.24
H 0.0094 3.2586 -0.0132 0.05 0.09 -0.45
H -1.2544 2.6744 0.9886 -0.36 0.00 0.15
H -1.7224 6.2314 1.8046 -0.13 0.35 0.17
H -2.0342 4.6004 2.4550 0.07 -0.15 0.30
H -3.7510 2.4808 -0.3287 -0.09 -0.48 -0.16
H -2.9496 2.2256 1.0936 0.02 -0.52 -0.13
H -3.8130 2.5810 3.0640 -0.18 0.12 0.40
C -10.2418 9.9410 1.9725 0.01 0.05 0.04
C -9.7745 10.8407 2.8350 -0.03 -0.05 -0.05
C -8.5830 10.5590 3.6733 -0.02 0.05 0.01
O -8.1523 11.3707 4.4597 0.04 0.03 0.03
C -7.9312 9.2330 3.5118 0.03 -0.10 -0.07
C -8.3981 8.3350 2.6501 0.06 0.04 0.08
C -9.5908 8.6182 1.8108 -0.04 0.02 -0.03
O -10.0060 7.7957 1.0259 0.01 -0.05 -0.04
H -11.1091 10.1265 1.3524 0.00 -0.03 -0.02
H -10.2339 11.8115 2.9676 0.02 0.01 0.03
H -7.0649 9.0503 4.1377 -0.04 0.05 0.06
H -7.9431 7.3615 2.5173 -0.08 -0.04 -0.03
C 0.2547 -0.4035 3.7840 -0.10 0.08 0.01
C 0.8059 -1.5877 4.0234 0.04 0.05 0.09
C 0.5081 -2.7583 3.1633 -0.02 -0.01 -0.03
O 1.0025 -3.8407 3.3892 0.03 0.04 0.05
C -0.4195 -2.5654 2.0200 0.14 -0.15 0.17
C -0.9660 -1.3768 1.7863 -0.02 0.11 -0.01
C -0.6695 -0.2131 2.6463 0.09 -0.22 -0.05
O -1.1666 0.8809 2.4152 -0.29 0.16 0.04
H 0.4602 0.4668 4.3943 0.00 0.01 -0.01
H 1.4946 -1.7550 4.8411 0.01 -0.02 -0.01
H -0.6207 -3.4309 1.4006 0.10 0.15 0.17
H -1.6452 -1.2087 0.9605 -0.02 -0.01 -0.01
C 2.3531 -6.6013 2.3701 -0.06 -0.05 0.04
C 2.8164 -7.5051 3.2294 -0.03 0.04 -0.03
C 3.9616 -8.3838 2.8834 0.02 -0.02 0.01
O 4.3785 -9.2089 3.6655 0.01 -0.03 0.04
C 4.5717 -8.2143 1.5415 -0.01 0.05 -0.02
C 4.1136 -7.3078 0.6819 -0.10 -0.08 -0.01
C 2.9703 -6.4311 1.0333 0.02 -0.01 -0.01
O 2.5544 -5.5952 0.2513 0.05 0.07 0.03
H 1.5201 -5.9535 2.6057 0.02 0.04 -0.04
H 2.3838 -7.6457 4.2117 0.02 -0.03 0.01
H 5.4059 -8.8637 1.3083 0.00 -0.02 0.03
H 4.5510 -7.1684 -0.2975 -0.03 0.01 0.10
C -3.4515 -2.9709 -1.7417 -0.03 0.03 0.00
C -3.8540 -2.7450 -2.9888 0.00 0.01 0.06
C -2.9086 -2.8409 -4.1321 0.02 -0.01 -0.02
O -3.2754 -2.6313 -5.2649 -0.03 0.03 -0.05
C -1.5004 -3.2023 -3.8288 0.03 -0.01 0.05
C -1.1000 -3.4291 -2.5807 0.02 -0.01 -0.05
C -2.0445 -3.3292 -1.4444 0.06 -0.06 -0.04
O -1.6753 -3.5312 -0.3032 -0.26 -0.02 -0.33
H -4.1219 -2.9074 -0.8936 0.02 -0.03 0.02
H -4.8761 -2.4840 -3.2316 0.00 -0.01 -0.05
H -0.8293 -3.2679 -4.6752 -0.03 0.01 -0.03
H -0.0789 -3.6932 -2.3351 -0.02 -0.02 0.04
C 5.0771 -2.8648 0.3621 -0.06 0.02 0.01
C 4.0778 -2.3389 1.0688 -0.01 0.03 0.02
C 4.1934 -0.9845 1.6666 0.07 0.11 -0.04
O 3.2879 -0.4720 2.2964 -0.13 -0.18 -0.04
C 5.4609 -0.2437 1.4553 0.04 0.00 0.01
C 6.4596 -0.7683 0.7540 0.04 0.04 0.02
C 6.3445 -2.1179 0.1484 -0.05 0.00 0.05
O 7.2510 -2.5845 -0.5047 0.02 -0.04 -0.11
H 5.0151 -3.8462 -0.0928 0.01 -0.05 0.02
H 3.1448 -2.8667 1.2278 0.00 -0.03 0.00
H 5.5199 0.7418 1.8995 -0.04 -0.01 0.03
H 7.3911 -0.2429 0.5856 0.02 -0.04 -0.02
C 6.2613 -4.6428 -3.1891 -0.02 0.05 -0.03
C 6.2173 -4.3906 -4.4943 -0.01 -0.02 0.05
C 5.8471 -5.4461 -5.4705 0.02 0.02 -0.02
O 5.8058 -5.2170 -6.6583 -0.02 0.01 -0.04
C 5.5288 -6.7947 -4.9350 -0.01 -0.03 0.05
C 5.5737 -7.0466 -3.6299 -0.01 -0.02 0.00
C 5.9405 -5.9888 -2.6574 0.05 0.06 -0.08
O 5.9781 -6.2119 -1.4641 0.05 0.03 -0.07
H 6.5334 -3.8932 -2.4573 0.06 -0.01 0.06
H 6.4479 -3.4164 -4.9059 0.01 -0.01 -0.04
H 5.2621 -7.5494 -5.6636 0.01 0.02 -0.03
H 5.3463 -8.0221 -3.2188 0.01 0.01 0.02
C -0.1877 4.5074 -3.1197 -0.05 -0.03 0.08
C -0.5221 3.2281 -2.9851 0.00 0.08 0.01
C -0.1001 2.2086 -3.9777 0.00 -0.04 -0.04
O -0.4106 1.0448 -3.8432 -0.02 -0.05 0.05
C 0.7107 2.6708 -5.1301 0.02 0.05 -0.01
C 1.0464 3.9513 -5.2687 -0.02 -0.07 0.01
C 0.6254 4.9707 -4.2747 0.04 0.01 -0.05
O 0.9296 6.1352 -4.3927 0.00 0.04 0.02
H -0.4847 5.2658 -2.4054 0.02 0.03 -0.02
H -1.1129 2.8670 -2.1521 -0.01 -0.05 -0.02
H 1.0077 1.9118 -5.8421 -0.02 -0.03 0.01
H 1.6365 4.3099 -6.1020 0.00 0.04 0.01